Entry from the OMol25 dataset: C13H20BF4FeNP2S2 as an isolated structure (ωB97M-V with the def2-TZVPD basis set).

As for the total charge: +1. As for the gap between HOMO and LUMO (spin up / spin down): 7.5 / 7.5 eV. For the HOMO energy (spin up / spin down), the calculation gives -11.65 / -11.66 eV. As for the LUMO energy (spin up / spin down): -4.10 / -4.11 eV. Its spin multiplicity is 2. As for the expectation value of S²: 0.77. The value obtained for the maximum force is 0.0139 Eh/bohr.

Each line ends with the natural charge from an NBO analysis.
Element x y z (Å)
Fe  -0.822  0.755  -0.574  0.75
C  -0.842  1.707  2.810  -0.96
P  -0.683  0.287  1.709  1.04
C  0.665  -0.713  2.400  -0.95
C  -2.146  -0.773  1.960  -0.72
C  -2.002  -1.937  0.971  -0.76
P  -1.743  -1.265  -0.716  1.20
C  -0.895  -2.593  -1.594  -0.98
C  -3.417  -1.123  -1.379  -0.98
H  -1.039  1.375  3.830  0.25
H  -1.648  2.351  2.464  0.29
H  0.084  2.283  2.792  0.26
H  0.362  -1.087  3.379  0.25
H  1.563  -0.116  2.520  0.26
H  0.904  -1.555  1.751  0.25
H  -3.039  -0.178  1.760  0.26
H  -2.193  -1.124  2.992  0.26
H  -2.855  -2.617  0.986  0.26
H  -1.120  -2.532  1.221  0.24
H  -1.438  -3.524  -1.422  0.26
H  0.120  -2.702  -1.212  0.26
H  -0.862  -2.382  -2.660  0.28
H  -3.934  -2.076  -1.267  0.25
H  -3.378  -0.861  -2.435  0.27
H  -3.959  -0.346  -0.841  0.27
S  -0.919  0.462  -2.878  0.00
C  0.750  0.272  -2.500  -0.11
N  1.008  0.395  -1.224  -0.56
C  2.380  0.414  -0.973  0.18
C  3.015  0.704  0.231  -0.25
C  4.394  0.680  0.274  -0.17
C  5.147  0.383  -0.866  -0.20
C  4.531  0.142  -2.077  -0.19
C  3.140  0.176  -2.121  -0.24
S  2.106  0.026  -3.516  0.50
H  2.438  0.995  1.094  0.21
H  4.902  0.914  1.200  0.23
H  6.226  0.370  -0.806  0.24
H  5.111  -0.047  -2.970  0.24
F  -2.654  3.644  -1.502  -0.50
B  -2.010  3.096  -0.472  1.36
F  -2.548  1.657  -0.260  -0.54
F  -2.073  3.717  0.726  -0.52
F  -0.624  2.748  -0.805  -0.52

Atoms 1-6, force components in eV/Å:
0.3 0.4 -0.5
0.0 0.1 0.0
-0.1 0.1 0.0
0.0 0.0 0.0
0.1 -0.1 -0.1
0.1 0.1 0.1